Entry 1:
{"formula": "C24H27AsN4O2PdS3", "method": "ωB97M-V/def2-TZVPD", "species": ["C", "H", "C", "H", "C", "C", "Pd", "H", "C", "C", "C", "C", "S", "C", "N", "H", "C", "H", "C", "O", "C", "C", "H", "H", "C", "H", "O", "H", "H", "H", "H", "C", "H", "H", "H", "As", "S", "C", "C", "N", "C", "N", "H", "H", "H", "C", "H", "H", "H", "C", "H", "S", "C", "H", "C", "H", "H", "H", "C", "C", "H", "N"], "positions_angstrom": [[-5.00302, -0.92380, 3.12356], [-4.45573, -3.89279, -3.68783], [1.62734, -2.80024, -0.97739], [2.42442, -4.10599, 1.40897], [-3.83805, -2.62428, 1.88905], [-4.80857, -2.26539, 2.81654], [0.67085, 1.42073, -0.29489], [-4.29714, 0.38206, -3.36328], [4.62500, 3.54000, 1.33773], [-4.22035, 0.05482, 2.52508], [-0.63563, 4.05620, 1.06167], [1.21552, -1.47679, -3.21357], [-1.83749, -2.06691, 0.05749], [1.55806, -1.63264, -1.76878], [2.09265, -1.02027, 0.20202], [5.60889, 0.68439, 1.93665], [-2.89637, -1.96390, -1.39418], [1.22446, -3.05675, 2.17482], [0.59652, 4.51830, 0.67820], [-0.95884, -0.86839, -0.07237], [1.96146, -2.34754, 0.28991], [-4.48673, -1.74526, -3.63059], [5.07370, 2.28685, -1.50735], [3.32184, 2.52651, -1.83972], [-1.49969, 4.96018, 1.80464], [-5.75973, -0.64197, 3.84630], [2.83803, 1.13544, 1.68885], [-5.40263, -3.03088, 3.30140], [-2.81562, 0.17810, -1.37539], [3.96586, 0.87907, -1.63308], [0.15152, -1.65409, -3.39195], [-3.08738, -1.63153, 1.27970], [1.78247, -2.17103, -3.83995], [5.56034, 3.75162, 0.81825], [-2.59121, 0.45792, 1.17376], [3.84047, 1.94133, 0.60345], [-1.28232, 2.49239, 0.74502], [-3.31681, -3.11120, -2.03992], [-4.03472, -0.59757, -2.98541], [1.40911, 6.85787, 1.46794], [1.02033, 5.82744, 1.11601], [-2.18931, 5.68018, 2.38597], [5.21192, -0.18996, 0.44332], [-5.11428, -1.65550, -4.50974], [-3.66518, -3.66618, 1.64185], [2.14413, -3.06645, 1.58456], [3.93010, 4.36993, 1.25138], [-3.01024, -4.08269, -1.66907], [1.43415, -0.45454, -3.52052], [5.43475, 0.79148, 0.86648], [4.82353, 3.31112, 2.38505], [1.70638, 3.68116, -0.38308], [-3.24755, -0.29472, 1.59767], [6.32700, 1.19735, 0.38050], [-3.22835, -0.70075, -1.86275], [1.44869, -3.82200, -1.27578], [-4.34221, 1.09982, 2.78123], [2.29601, -0.27866, 0.92113], [-4.12463, -3.00119, -3.16974], [4.06009, 1.91996, -1.32750], [2.92184, -2.59405, 2.18594], [1.84236, -0.56630, -1.03825]], "charge": -2, "homo_energy_ev": 1.05, "total_energy_ev": -132203.5496, "orbital_gap_ha": 0.1055}

---

Entry 2:
{"formula": "C24H27BF4O2S4Ti", "method": "ωB97M-V/def2-TZVPD", "species": ["H", "O", "O", "C", "C", "C", "H", "H", "H", "Ti", "H", "H", "C", "C", "H", "S", "C", "C", "H", "C", "C", "S", "H", "C", "H", "H", "F", "S", "H", "H", "H", "C", "H", "H", "H", "H", "H", "H", "C", "H", "H", "C", "H", "S", "C", "C", "C", "C", "H", "C", "F", "F", "C", "H", "C", "C", "B", "H", "C", "C", "C", "F", "H"], "positions_angstrom": [[1.03781, -4.04829, -1.59755], [0.29232, -1.55090, 0.80913], [-1.54934, 0.76166, -0.08595], [0.73307, 1.84836, 2.41596], [-2.58544, 1.49797, -0.63734], [-0.12117, 2.25628, 3.58173], [-1.15594, -4.62484, -0.12508], [2.78700, -1.64235, 2.04124], [1.43979, 0.02069, 3.32112], [0.20332, 0.50646, 0.48552], [-0.93002, 2.91356, 3.26698], [-4.18727, 2.54690, 3.71704], [-4.22165, 2.50473, 2.63768], [-3.47079, 2.01886, 0.49392], [1.69004, 2.56086, -1.93430], [-2.11080, 4.28541, -0.99590], [1.30836, -3.30621, -0.84783], [1.67749, 2.33181, 0.19642], [0.94202, 3.90532, -1.06672], [-1.28052, 4.80372, -2.39881], [1.52506, 0.68039, 2.46667], [-5.01694, 2.72186, 0.22592], [2.70330, 3.71864, -1.06617], [-4.89850, -0.26847, -3.09096], [-1.15107, 1.55116, -3.12279], [-5.20774, -2.32555, -2.39400], [0.76661, -0.06914, -1.61876], [-3.69552, -1.03500, -0.97833], [-0.55004, 1.38679, 4.08096], [0.48511, 2.79414, 4.31434], [-0.38693, 3.85335, -4.11967], [3.33628, -0.82652, 1.57295], [-4.09750, 1.80109, -3.14475], [3.18955, 0.94495, -0.48643], [-6.18226, 3.41665, 2.24951], [1.94808, -2.55739, -1.31058], [-0.25396, -4.15291, 1.35832], [4.21206, -0.60843, 2.18771], [2.52860, 1.20306, 0.33144], [3.68025, -1.15145, 0.59186], [-1.86056, -3.44310, 1.00784], [0.82706, 2.64902, 1.26889], [0.16888, 3.50724, 1.17693], [-0.18207, -2.47784, -0.32479], [-4.12905, 0.84455, -2.64327], [-1.34863, 2.50573, -2.65494], [-0.92748, 3.75254, -3.18959], [-2.02485, 2.63486, -1.47834], [-1.09836, 5.85399, -2.56036], [-5.26985, 2.96041, 1.90150], [2.48701, -0.97494, -2.81344], [1.00324, 0.45943, -3.84792], [1.75324, 3.17964, -1.03785], [-2.28192, 1.50568, 2.19168], [-4.76283, -1.35029, -2.28092], [-3.18901, 1.96004, 1.82382], [1.15437, -0.57369, -2.94788], [-5.50968, -0.25931, -3.98159], [-3.42640, 0.57825, -1.51005], [-0.93613, -3.82123, 0.57684], [2.47215, 0.39609, 1.46046], [0.33653, -1.66013, -3.23050], [1.78149, -3.76106, 0.02214]], "homo_energy_ev": [-6.50, -8.32], "total_energy_ev": -107431.5910, "s2": 2.005, "spin_multiplicity": 3, "orbital_gap_ha": [0.2447, 0.3066]}

---

Entry 3:
{"formula": "C24H27BiClIO3P2", "method": "ωB97M-V/def2-TZVPD", "species": ["C", "I", "H", "H", "H", "H", "P", "C", "C", "C", "H", "C", "H", "C", "C", "H", "H", "C", "C", "O", "C", "Cl", "H", "C", "H", "C", "H", "O", "C", "Bi", "H", "H", "C", "C", "C", "C", "H", "H", "O", "H", "C", "H", "H", "C", "C", "H", "H", "C", "H", "C", "P", "C", "H", "H", "H", "C", "H", "H", "H"], "positions_angstrom": [[3.20913, -0.57518, 0.50536], [-2.63483, -0.98370, -2.14927], [0.36017, 1.99751, -4.22409], [-2.12321, 4.07981, 1.66323], [-4.26191, 3.80185, 0.44910], [-0.12455, 0.82391, -2.15664], [-4.33397, 1.42341, 0.06257], [-1.68908, 2.09565, 2.20983], [3.15808, 0.00520, -2.44899], [1.79722, -3.02134, 1.28521], [-5.89262, 3.08846, 0.72243], [-5.30997, 0.07368, 0.76608], [-0.37563, 3.67725, 1.73428], [5.48031, -1.43499, 0.64809], [4.79541, 0.45019, 2.00364], [-1.40176, -4.63189, -0.15319], [2.03788, -4.83296, 2.42648], [-4.83322, 1.61792, -1.68038], [5.78757, -0.45435, 1.59203], [0.57321, 0.25708, 0.57237], [0.30718, -4.91424, 1.13019], [-1.40102, 3.33586, -1.29464], [-4.07248, 2.19145, -2.23458], [3.43542, 0.69659, -3.63025], [3.95941, -2.30765, -0.60014], [1.10056, -2.34242, 0.26296], [-5.09098, -0.02419, 1.83948], [-1.95097, 1.30451, 3.07681], [1.86572, 0.01092, -1.86041], [-1.66277, 1.08667, -0.06325], [-4.60372, 2.87790, 1.96433], [5.02653, 1.20861, 2.74780], [4.19576, -1.51544, 0.11391], [-1.35216, 3.52115, 2.22218], [1.44296, -4.31245, 1.67274], [1.15274, 1.41855, -3.73528], [-6.37340, 0.32950, 0.63147], [2.64771, 1.93984, -5.21679], [-2.47210, -2.22541, 2.07165], [6.24640, -2.15047, 0.32119], [-0.47255, -4.19278, 0.21806], [0.01299, -5.91240, 1.45051], [-5.08416, -0.86881, 0.24589], [-0.08213, -2.92969, -0.19913], [-4.81270, 2.95347, 0.88651], [-0.72958, -2.38031, -0.88424], [-4.93119, 0.61956, -2.13881], [-2.38386, -1.20269, 1.58150], [3.99238, -0.48860, -1.97297], [3.50415, 0.39279, 1.46388], [1.54816, -0.64326, -0.18931], [0.88987, 0.74220, -2.55641], [2.62192, -2.54580, 1.81710], [-1.30495, 3.91132, 3.24932], [4.45618, 0.71222, -4.02092], [2.43252, 1.40087, -4.29593], [2.72829, 1.08674, 1.78996], [6.79155, -0.39166, 2.00399], [-5.79598, 2.15005, -1.69651]], "charge": 2, "homo_energy_ev": [-13.93, -13.92], "total_energy_ev": -76494.0163, "orbital_gap_ha": [0.1487, 0.1374]}

---

Entry 4:
{"formula": "C24H27Br69NO5P", "method": "ωB97M-V/def2-TZVPD", "species": ["C", "H", "Br", "H", "Br", "Br", "Br", "H", "C", "C", "Br", "O", "C", "Br", "Br", "Br", "Br", "H", "Br", "Br", "Br", "Br", "Br", "N", "Br", "Br", "Br", "C", "H", "Br", "C", "Br", "Br", "Br", "Br", "C", "O", "O", "C", "Br", "Br", "C", "Br", "Br", "Br", "C", "Br", "Br", "C", "Br", "Br", "H", "Br", "O", "Br", "Br", "H", "C", "Br", "H", "O", "H", "Br", "H", "Br", "C", "Br", "Br", "H", "C", "Br", "H", "Br", "C", "C", "H", "H", "Br", "Br", "Br", "Br", "H", "H", "Br", "Br", "Br", "H", "H", "C", "Br", "Br", "Br", "C", "Br", "Br", "H", "Br", "Br", "C", "C", "Br", "H", "Br", "H", "H", "Br", "H", "H", "Br", "Br", "Br", "Br", "H", "Br", "Br", "P", "Br", "C", "Br", "H", "H", "Br", "Br", "C", "Br", "C", "C"], "positions_angstrom": [[-5.65392, 6.56669, -11.28093], [-0.28171, -6.79387, 10.33330], [2.66237, 8.67958, -3.90645], [1.60403, -0.66747, 1.35435], [10.58570, 6.28899, 5.43413], [8.52787, -1.74622, -0.84815], [11.02539, 3.29074, 6.50121], [-11.06528, -5.79362, -0.96817], [-6.22329, -1.15522, 3.33608], [10.19801, -2.56434, -1.39561], [7.82670, 1.48312, 4.13635], [4.94262, 0.79748, -0.83320], [3.73499, 4.64067, 5.60861], [-11.83846, -7.49861, -2.60305], [5.48188, -7.64330, 6.29503], [1.80552, 4.77286, 9.00727], [-7.42726, 5.91616, -10.83673], [-6.38509, -0.07695, -16.71774], [1.87645, -6.07397, 11.33383], [4.01873, -5.73249, 8.42336], [-6.24549, -2.39248, -15.82502], [7.07868, -4.42239, 4.34680], [-5.43962, 6.82817, -13.19111], [2.30065, -1.24404, 0.85273], [-3.63112, 2.13555, 8.99593], [8.93284, -5.28399, 1.00313], [-4.94302, -2.15944, -0.70853], [-4.18512, -3.02013, -2.27160], [-1.82765, 2.95425, -2.34418], [-2.26123, -3.21578, -2.12468], [-4.90321, -0.07745, -7.75539], [-5.71962, 0.18561, 2.02883], [0.63573, 4.98524, -2.77692], [1.91943, 7.64055, 10.45048], [4.63742, 6.06196, 9.79419], [-11.30048, -6.85065, -0.85692], [4.64110, -1.65446, 1.15368], [5.45450, 2.50908, 1.03103], [8.78882, 0.82758, 5.68652], [8.87827, -7.38754, 3.42450], [-8.81877, -1.75497, -7.95839], [-5.28546, -2.62028, 6.90648], [5.20642, 3.63562, 6.37354], [-6.52618, -1.23834, 7.46550], [11.15501, -7.59908, 1.16761], [-9.56489, 0.00138, -7.62152], [4.15107, 6.53035, 5.46032], [-8.14335, -1.41756, 3.39635], [5.68710, -6.57037, 7.89810], [-3.62096, 2.92876, -4.06602], [3.69911, 4.01585, -2.75111], [2.20341, -1.12224, -0.17161], [-1.89594, 0.51819, -2.83436], [3.95544, 0.43474, 1.81875], [5.41410, -1.96129, 3.11363], [-5.99169, -0.05353, -6.15101], [-5.92276, -0.77623, 4.31162], [0.10463, -5.81048, 10.59265], [-4.69495, -2.11353, -3.90689], [2.40719, 2.10782, -0.40372], [2.99007, 2.54028, 0.26807], [0.82574, 7.25832, -4.79084], [-12.74059, -6.97888, 0.43504], [7.22326, -1.98666, 4.82420], [-4.10527, -0.00102, -15.73005], [-8.94175, -2.61773, -2.10832], [3.15752, 3.89513, 3.91457], [-8.48500, -1.25966, -3.41312], [-4.60477, -4.02320, -2.31790], [6.37089, -2.64397, 4.66357], [-2.37391, 2.43826, 6.05619], [5.96965, -7.24836, 8.70043], [-4.15218, -1.83272, -8.09027], [9.99082, -6.41542, 2.16960], [-2.65857, 2.27167, -2.51646], [9.63380, 1.49860, 5.84514], [-2.74008, 0.41057, 7.44522], [2.72444, 6.34522, -6.10945], [1.32509, 1.84871, -2.78398], [0.93023, 8.96346, -6.59624], [7.70128, 0.89309, 7.29084], [10.49453, -3.24546, -0.60019], [-8.72793, 0.67724, -7.45406], [-3.34499, 3.17014, -10.68931], [-5.86614, -4.38126, 7.46955], [11.61558, -1.25415, -1.57933], [-4.06778, 0.59883, -7.58349], [-5.27781, -2.62023, 5.81811], [2.81264, 6.41312, 9.24439], [-0.60763, 1.20987, 8.44007], [-10.54063, 0.67642, -9.15534], [-6.97819, 0.36119, -14.34362], [-5.98532, -0.47166, -15.78609], [-3.47496, -2.23776, 7.48516], [-5.87276, 0.59808, -9.29202], [-1.61260, 2.04256, -12.06969], [8.16446, 4.70002, 6.82398], [9.98623, -3.62771, -3.00320], [-2.27437, 1.66901, -11.29115], [10.08337, 4.96637, 6.75937], [0.15783, -4.77159, 8.95588], [1.90554, 3.62462, -4.42644], [-1.14760, 0.97424, -9.87381], [-4.94617, 5.79267, -10.98316], [10.63162, -5.75891, 2.75463], [-5.20067, 8.16399, -10.27971], [10.38617, 5.35619, 7.72903], [2.89734, 4.55243, 6.29795], [-7.98596, -4.27442, -2.42808], [-9.68894, -7.72696, -0.22863], [7.11726, -5.27461, 7.71924], [-5.27572, -2.82569, 3.05941], [2.86086, 6.90051, 8.27226], [-3.75685, 2.30011, -0.91902], [-10.85761, -2.90087, -2.00267], [4.35031, 1.54092, 0.57203], [-3.36467, 0.28102, -12.09175], [1.89468, 3.62028, -3.33799], [-10.63942, 0.02432, -6.00855], [-8.62040, -2.24724, -1.13675], [4.34750, 0.08938, -1.16298], [-1.11459, -5.04618, 11.89230], [9.51624, -0.94510, 5.38446], [-2.38783, 1.40759, 7.69891], [5.28602, -2.57257, 6.27357], [1.66675, 7.74398, -5.28138], [3.65727, -0.87314, 1.27497]], "homo_energy_ev": -9.37, "total_energy_ev": -4879266.6693, "orbital_gap_ha": 0.3060}